(1)
115
Properties=species:S:1:pos:R:3:forces:R:3 method="wB97M-V/def2-TZVPD" fmax_ev_per_a=5.6 e_tot_ev=-146192.6041
Mg 5.83123 0.32941 -2.57886 -1.46 -0.99 0.67
Mg -2.87204 -0.56837 2.80071 1.28 -0.22 0.43
C 0.78446 -1.07105 -0.92348 -3.47 -0.05 3.46
C 2.08013 -0.69124 -1.02715 2.89 -0.52 -2.73
C 2.82160 -0.07617 0.20179 2.72 0.85 -0.99
O 4.10697 0.18548 0.17245 -2.52 -0.87 -0.81
C 2.07868 0.29040 1.29027 -1.70 0.49 2.26
C 0.65474 0.12044 1.49315 1.31 -2.62 -3.21
C 0.01456 -0.85728 0.33360 0.15 1.70 -1.24
O -1.20776 -1.10936 0.44461 0.25 -0.36 0.51
O -0.11469 0.52520 2.33297 -0.77 0.54 1.39
O 2.70792 -0.88366 -2.14395 -0.16 0.98 1.91
H 0.15978 -1.46684 -1.71058 0.47 -0.15 -0.33
H 2.60470 0.67736 2.15048 0.22 0.36 -0.05
C -2.67021 -0.00429 8.14269 1.26 -1.69 2.77
C -2.59166 -0.51570 6.89857 -2.10 -0.01 -2.54
C -1.85623 -1.80472 6.57589 -0.84 -1.37 -5.22
O -1.83968 -2.33820 5.36874 -0.95 2.68 0.14
C -1.32861 -2.66230 7.44499 1.35 0.88 4.84
C -1.21405 -2.13044 8.80825 -0.82 -1.76 3.44
C -1.85506 -0.70949 9.16646 2.22 3.53 -0.52
O -1.36552 0.04522 10.04624 -1.18 -2.64 -0.91
O -0.85830 -2.77416 9.83270 -0.22 1.26 -2.67
O -3.36987 0.01075 6.02905 1.04 -0.42 -1.39
H -3.20441 0.90483 8.37622 0.06 -0.07 -0.02
H -0.95348 -3.64399 7.19607 -0.07 0.14 -0.05
C 1.15694 3.64412 6.25576 1.68 -0.62 0.31
C 0.16815 4.48272 6.96203 -2.98 -0.52 -1.60
C 0.01885 4.52201 8.46189 2.77 0.48 -0.78
O 0.92526 5.65797 8.68594 -0.67 -0.81 1.87
C 0.94449 6.45106 7.64428 0.53 1.72 -0.95
O 1.43994 7.55003 7.65603 -0.64 -1.06 -0.49
O 0.35159 5.82888 6.57633 0.70 1.48 0.74
H 0.96548 2.57534 6.35141 -0.32 0.05 -0.24
H 2.16769 3.77422 6.64249 0.18 0.19 0.17
H 1.19470 3.97863 5.21905 -0.19 -0.35 -0.04
H -0.77999 4.22234 6.49157 -0.36 -0.13 0.22
H 0.61031 3.68519 8.83337 -0.95 -0.19 0.74
H -0.97445 4.74518 8.85131 0.24 -0.32 0.06
C -1.50078 0.88074 -5.36941 0.74 0.11 -0.24
C -2.16460 1.67768 -6.54171 -0.13 -2.38 3.78
C -2.98697 2.74197 -5.93183 -1.92 -0.05 0.10
O -2.84239 3.83708 -6.85455 -1.28 -0.25 1.44
C -1.68822 3.64784 -7.45135 2.09 4.48 -2.72
O -1.12569 4.58138 -8.07522 -1.45 -4.08 1.99
O -1.27745 2.39512 -7.25822 3.00 0.48 -2.46
H -0.98060 1.44314 -4.59403 -0.34 0.96 -0.18
H -0.65573 0.27098 -5.68908 -0.50 -0.61 -0.45
H -2.24728 0.31914 -4.80775 -0.04 -0.34 -0.38
H -2.76902 0.92817 -7.05262 0.23 0.32 -0.96
H -2.63256 2.97027 -4.92666 -0.10 0.54 -0.15
H -4.00545 2.35394 -5.91604 -0.26 0.79 0.25
C -0.74898 -5.09740 -6.14455 0.25 -1.19 -0.08
C -0.98928 -5.75022 -4.68907 1.56 2.85 -1.58
C -2.14910 -5.14684 -3.94201 0.16 -0.51 -1.01
O -2.92514 -6.32952 -3.76191 -2.77 2.15 2.73
C -2.28132 -7.42920 -4.03357 -2.53 -2.47 -0.30
O -2.67487 -8.55602 -3.91648 -0.18 0.44 0.78
O -1.24100 -7.12852 -4.68427 4.69 0.34 -2.72
H -1.00918 -4.11178 -6.53050 -0.93 0.71 1.68
H -1.31099 -5.66847 -6.88356 0.43 -0.70 -0.01
H 0.30659 -5.01098 -6.40224 0.18 -1.06 0.05
H -0.10960 -5.57275 -4.07039 0.31 -0.20 -0.40
H -2.70748 -4.44183 -4.55786 -0.15 -0.09 0.29
H -1.70080 -4.65947 -3.07622 -1.01 -0.24 0.61
C 4.70362 4.83517 2.33128 -0.33 0.24 -0.77
S 6.41222 5.37293 2.16638 -1.39 3.78 0.55
O 6.33254 6.90330 2.43434 0.49 -2.51 -0.67
C 6.91733 4.60770 3.67434 0.08 -0.18 -0.73
H 4.14970 5.22162 1.47574 0.27 -0.60 -0.53
H 4.14193 5.34115 3.11650 0.74 -0.20 0.72
H 4.74476 3.74850 2.40589 -0.58 0.03 -0.10
H 7.91846 5.00528 3.84099 -0.16 -0.27 0.55
H 6.92457 3.57658 3.32102 0.34 -0.37 0.72
H 6.14262 4.78607 4.42006 0.51 0.06 0.24
C 5.23754 -5.60083 -1.19294 1.23 -0.19 -0.60
S 6.68497 -4.66137 -2.06721 -1.08 1.19 -0.21
O 6.30922 -3.18837 -2.07918 0.24 -1.11 0.30
C 6.37382 -5.20591 -3.79330 -0.84 -0.72 1.03
H 4.86660 -4.84633 -0.49923 -0.31 -0.18 -0.25
H 5.59675 -6.48551 -0.66719 0.73 0.40 0.43
H 4.53461 -6.11162 -1.85103 -0.38 1.02 -0.40
H 6.58843 -4.51774 -4.61090 0.52 0.21 0.61
H 5.29568 -5.36334 -3.76272 0.06 -0.22 -0.50
H 6.91043 -6.15286 -3.85182 -0.13 -0.05 -0.46
C 4.69379 0.83477 -7.58464 0.08 -0.70 -1.88
S 5.71422 -0.64060 -7.23605 -0.15 1.11 1.45
O 5.83804 -0.62923 -5.72520 -0.07 -0.69 -0.65
C 4.49121 -1.85145 -7.82112 -1.09 0.15 0.56
H 3.61718 0.81917 -7.41505 0.17 -0.33 0.96
H 4.71500 0.75418 -8.67145 0.15 0.59 -0.42
H 5.17584 1.77257 -7.30849 0.07 -0.38 0.28
H 3.68704 -1.81921 -7.08602 -0.14 0.06 0.07
H 4.75097 -2.90473 -7.92715 0.81 0.31 0.11
H 4.07835 -1.49826 -8.76605 0.20 0.06 -0.06
C -4.41193 4.74340 2.02550 1.45 -0.05 -0.65
S -3.99759 3.48458 0.67169 -1.81 0.09 0.40
O -4.04406 2.13849 1.29708 0.45 -0.77 0.67
C -5.55900 3.58403 -0.32479 0.64 0.86 -0.01
H -3.39813 5.00773 2.32624 0.16 -0.04 0.17
H -4.88919 4.38855 2.93896 -0.47 -0.42 -0.56
H -4.79275 5.69000 1.64208 -0.47 -0.31 -0.21
H -6.42529 3.81833 0.29386 0.18 0.13 -0.03
H -5.80635 2.75613 -0.98925 0.61 -0.47 0.49
H -5.26764 4.38450 -1.00484 -0.59 0.47 0.02
C -8.22418 -1.55914 1.73233 1.15 -0.33 -0.22
S -6.56360 -1.98750 0.97138 -0.62 0.17 2.53
O -5.64943 -1.81634 2.21214 0.06 -0.04 -1.49
C -6.82082 -3.80862 0.78064 0.17 0.26 -0.04
H -8.21692 -0.53494 2.10523 0.14 0.20 -0.75
H -8.29269 -2.12434 2.66182 -0.13 -0.58 -0.35
H -8.97021 -1.78013 0.96897 -0.21 0.13 0.36
H -7.83739 -4.20191 0.77999 -0.23 0.64 0.06
H -6.31183 -4.25975 1.63241 0.26 0.06 -0.18
H -6.38292 -4.06894 -0.18299 0.26 -0.14 0.24



(2)
97
Properties=species:S:1:pos:R:3:forces:R:3 method="wB97M-V/def2-TZVPD" total_charge=+1 fmax_ev_per_a=10.0 e_tot_ev=-89968.5447
C -7.23337 4.89107 5.73703 0.46 0.14 -1.16
C -6.14708 5.54823 4.65026 -1.06 0.96 2.22
O -5.80143 4.45745 3.72567 2.16 2.03 -3.00
P -5.04906 5.09780 2.25250 -3.23 3.78 0.68
O -5.91419 6.30947 1.68197 3.55 -4.32 1.90
C -5.18547 3.68730 0.95445 0.16 -1.89 -0.33
C -3.74898 3.03575 0.50405 0.29 -0.15 0.96
S -4.13787 1.91502 -0.98962 -0.47 0.17 0.29
C -2.82496 0.59884 -1.21684 1.42 -1.65 -0.63
C -3.41484 -0.95410 -1.22184 -0.44 -0.08 1.12
C -3.69298 -1.50666 0.32939 0.40 1.73 -0.08
S -2.80472 -3.18415 0.54943 1.23 0.86 0.57
C -1.41823 -2.92430 1.82955 0.17 1.96 2.13
S -1.85944 -2.03597 3.24196 0.69 -1.75 -2.72
N 0.00437 -3.41123 1.66651 -0.41 2.08 0.56
C 0.78070 -3.38175 2.97897 3.00 0.07 4.68
C 0.49683 -4.46878 4.21797 2.40 1.97 0.45
C 1.36609 -4.45919 5.63071 1.05 2.52 -2.47
C 2.58299 -3.38259 5.89966 -2.52 0.58 -4.47
C 2.87315 -2.28025 4.71174 -2.70 -3.06 -0.08
C 1.99261 -2.28219 3.29794 -0.37 -1.84 2.27
C 0.75569 -2.68721 0.57127 1.65 1.36 -2.54
C 1.95871 -3.50196 -0.22675 -0.64 4.47 -1.43
C 2.80268 -2.66621 -1.39105 -3.11 2.31 2.09
C 2.43055 -1.09986 -1.73083 -2.33 -1.25 2.86
C 1.20779 -0.32206 -0.90403 0.99 -4.30 0.97
C 0.37341 -1.12379 0.25930 3.18 -1.11 -2.59
O -3.41940 5.52044 2.69466 -2.91 -1.01 -2.18
C -2.76691 6.37781 1.69378 1.98 2.60 0.04
C -1.82269 7.44857 2.56521 -0.43 0.38 -0.09
H -8.01449 5.74220 6.03039 1.80 -2.07 -0.47
H -6.65830 4.44999 6.65591 -1.34 0.88 -1.74
H -7.77398 4.02008 5.12543 1.04 1.96 1.57
H -5.17806 5.95736 5.20343 -2.01 -1.00 -1.25
H -6.70685 6.45420 4.16389 1.32 -1.94 0.36
H -5.85122 2.80560 1.40422 1.45 1.99 -0.73
H -5.75595 4.05938 -0.00029 1.17 -0.20 2.05
H -2.94817 3.82812 0.16801 -1.75 -1.64 0.41
H -3.26971 2.33368 1.30834 -1.02 1.48 -1.36
H -5.35382 1.27285 -0.59000 1.56 0.26 -0.25
H -2.30944 0.77236 -2.27344 -1.39 0.04 2.24
H -1.99336 0.77757 -0.41294 -1.71 -0.43 -1.34
H -2.61447 -1.67912 -1.68032 -1.56 1.72 0.59
H -4.44778 -0.98367 -1.77171 2.21 0.08 0.66
H -3.21085 -0.68370 1.04420 -1.11 -2.14 -1.10
H -4.85517 -1.59715 0.55552 2.63 -0.01 -0.41
H -0.36012 -5.28989 4.09899 2.12 2.08 0.25
H 1.14821 -5.25460 6.48997 0.34 1.88 -2.30
H 3.22719 -3.33537 6.87764 -1.55 -0.29 -2.12
H 3.75779 -1.49917 4.89160 -2.30 -1.86 -0.69
H 2.29884 -1.42937 2.52553 -0.90 -2.25 1.71
H 2.25382 -4.62766 -0.02193 -0.91 2.70 -0.23
H 3.68999 -3.15145 -1.97987 -1.99 0.91 1.36
H 2.99341 -0.43169 -2.54037 -1.13 -1.90 1.93
H 0.95246 0.80730 -1.12905 0.67 -2.60 0.48
H -0.46231 -0.49818 0.83719 2.04 -1.93 -1.14
H -2.01401 5.80669 0.98112 -1.79 0.74 1.50
H -3.48945 7.04773 1.06294 0.96 -1.70 1.28
H -1.61201 8.42253 1.90849 -0.27 -2.35 1.29
H -2.39645 7.85805 3.52663 1.14 -1.19 -2.14
H -0.82277 6.93031 2.89200 -1.98 1.13 -0.63
C -7.42945 -3.48688 -3.32743 -0.01 -0.07 -0.12
C -7.24802 -3.72493 -1.83172 0.24 -0.20 -0.41
C -7.93462 -2.66158 -0.97239 0.55 0.79 -0.29
C -7.34765 -1.29399 -1.28154 3.01 7.69 -1.45
N -6.86076 -0.15944 -1.53802 -3.60 -8.88 2.16
H -6.97676 -2.54186 -3.64420 -0.09 -0.06 0.05
H -6.94761 -4.28536 -3.90052 -0.12 0.12 0.09
H -8.49194 -3.46772 -3.59567 0.17 0.01 0.00
H -6.17524 -3.75123 -1.60445 -0.17 -0.02 0.11
H -7.65553 -4.70946 -1.57663 0.03 0.22 0.14
H -7.78720 -2.88429 0.08973 -0.01 0.30 -0.10
H -9.01202 -2.64446 -1.16928 0.17 0.22 0.00
C 7.65331 -2.63170 -3.91285 0.16 -0.06 -0.01
C 6.27131 -3.03745 -4.41500 0.28 -0.17 0.30
C 5.62639 -1.97444 -5.30644 -0.12 0.78 0.73
C 5.45584 -0.68262 -4.52380 -1.08 7.32 4.09
N 5.31438 0.38909 -3.87458 1.05 -8.54 -5.04
H 7.60848 -1.73584 -3.28536 -0.03 -0.04 -0.13
H 8.08682 -3.43206 -3.30484 -0.04 0.08 -0.11
H 8.33230 -2.43320 -4.74998 -0.07 0.01 0.18
H 5.62589 -3.24052 -3.55164 -0.02 0.02 -0.20
H 6.35865 -3.97278 -4.97891 -0.14 0.17 -0.01
H 4.64531 -2.31810 -5.65114 0.08 0.27 0.06
H 6.24784 -1.78270 -6.18785 -0.08 0.15 0.18
C 10.41049 1.72283 -2.39290 -0.04 0.14 0.01
C 10.31348 0.29412 -1.86745 -0.24 0.34 0.08
C 11.24875 -0.67268 -2.59624 -0.49 0.02 -0.99
C 10.89376 -0.71494 -4.07360 -1.74 -0.45 -8.33
N 10.59933 -0.74999 -5.29922 2.27 0.29 9.77
H 10.11051 1.78836 -3.44363 0.09 -0.06 0.11
H 9.74722 2.38261 -1.82461 0.13 -0.08 -0.06
H 11.43324 2.10600 -2.30133 -0.14 -0.03 -0.03
H 9.27597 -0.04899 -1.96265 0.19 -0.06 0.03
H 10.55697 0.29113 -0.79920 0.02 -0.15 -0.14
H 11.15200 -1.67870 -2.17436 0.05 0.07 -0.27
H 12.29164 -0.35673 -2.48485 -0.14 -0.06 -0.20